The following is a DFT calculation (the ωB97M-V functional and the def2-TZVPD basis) of a structure of composition C22H29IrN6O2S.

```
61
Properties=species:S:1:pos:R:3
Ir -1.07394 -0.42179 -0.87723
C 2.01066 -1.26033 -3.59680
H -0.48287 3.95024 3.16291
C 3.44818 -4.32456 2.62941
C 1.31288 -2.31252 0.26734
H 3.32601 -4.83857 3.57447
C 2.34530 -3.65979 2.06411
C -0.00929 -3.03257 2.20274
C 0.90247 -0.78233 -2.91561
H 0.33315 0.26953 2.30978
C 1.07780 -3.67040 2.71262
C 0.01266 0.06906 -3.56469
H 0.98872 -4.20887 3.64933
C 1.34996 0.00222 -5.53233
H -2.04822 5.08881 0.07020
H 5.74749 -3.64969 0.25818
N -1.15480 3.58961 1.20023
N -3.50741 1.31175 0.21776
C 3.72527 -2.98917 0.19752
H -0.96922 -3.06715 2.69884
H -1.37291 2.34985 -3.63448
C 4.79144 -3.65062 0.76456
H -2.97957 2.77883 2.77970
C -0.97352 2.27271 1.29236
N -1.23855 1.65526 2.43678
H -0.45154 5.33950 2.07285
H -1.99429 4.79448 2.74548
C 4.65896 -4.32196 1.98625
H -1.26377 -0.44328 2.62744
O -1.01623 -1.73871 0.57056
H -0.46081 1.13028 -5.37856
H -2.68514 1.73122 -2.60745
O -1.11768 0.45338 -2.81835
C -1.96559 1.47406 -3.37793
C 0.08163 -2.31077 0.99060
H 5.50782 -4.83405 2.41748
C 2.23414 -0.86051 -4.90297
C 2.47767 -2.98736 0.83519
H -2.48139 1.08362 -4.25241
C -1.29059 4.31784 -0.06397
H 1.52166 0.30464 -6.55590
H -3.68846 -0.28773 -1.04353
C 0.22575 0.47379 -4.86696
H -3.29631 -0.63730 0.49663
H -0.34814 4.79351 -0.33458
N 1.47369 -1.84223 -0.96497
H -4.51537 1.30924 0.36062
N 0.59274 -1.15154 -1.57418
H -3.30321 1.99327 -0.50605
H 3.85073 -2.46634 -0.73914
H -1.58765 3.64683 -0.86279
H -2.89815 1.22041 3.60514
H -1.94668 2.57971 4.21724
H 2.68376 -1.94277 -3.09763
H -0.41623 0.44473 3.90366
C -2.32391 2.10012 3.31486
C -1.02463 4.46487 2.37491
H 3.09816 -1.23229 -5.43530
C -0.61044 0.40109 2.83264
S -0.17866 1.51484 -0.07403
N -3.10354 0.01595 -0.26254
```

Values from the calculation:
LUMO energy: -7.15 eV
strongest force on any atom: 0.69 eV/Å
gap between HOMO and LUMO: 6.055 eV
E: -1836.7007 a.u.
ΔE to the lowest compared entry with this formula, charge and spin: 4.87 kcal per mole
total charge: +2